(1)
Computed, not measured: a molecular structure, C22H38MoN3O6P3S2 at a distorted geometry, with ωB97M-V with the def2-TZVPD basis set.

Geometry (Å):
Mo (-0.589, -13.724, 16.977)
C (-3.850, -12.362, 15.925)
P (-2.128, -12.244, 15.442)
C (-1.936, -10.290, 15.677)
N (-2.719, -9.381, 15.250)
C (-2.373, -8.065, 15.592)
C (-3.178, -7.018, 15.145)
C (-2.837, -5.731, 15.432)
C (-1.566, -5.373, 15.939)
C (-0.804, -6.381, 16.470)
C (-1.260, -7.761, 16.370)
N (-0.713, -8.784, 17.063)
C (-0.924, -9.990, 16.631)
P (-0.078, -11.206, 17.701)
C (1.506, -10.544, 17.894)
C (-1.108, -11.176, 19.384)
C (-1.203, -9.866, 20.060)
C (-2.553, -11.654, 19.144)
C (-0.421, -12.076, 20.475)
C (-1.937, -12.561, 13.644)
C (-0.495, -11.919, 13.313)
C (-1.996, -14.123, 13.381)
C (-3.088, -11.977, 12.777)
H (-3.992, -13.327, 16.353)
H (-4.472, -12.063, 15.046)
H (-3.908, -11.701, 16.833)
H (-3.882, -7.160, 14.381)
H (-3.437, -4.905, 15.013)
H (-1.208, -4.384, 15.950)
H (0.050, -6.098, 16.903)
H (2.274, -11.299, 18.057)
H (1.405, -9.768, 18.812)
H (1.886, -10.130, 17.012)
H (-1.638, -9.001, 19.595)
H (-0.303, -9.420, 20.298)
H (-1.830, -9.990, 20.932)
H (-3.108, -10.918, 18.545)
H (-3.116, -11.606, 20.104)
H (-2.710, -12.647, 18.727)
H (0.623, -11.955, 20.442)
H (-0.588, -13.106, 20.306)
H (-0.942, -11.790, 21.395)
H (-0.729, -10.802, 13.234)
H (-0.235, -12.354, 12.283)
H (0.349, -12.075, 14.015)
H (-2.908, -15.388, 14.341)
H (-1.128, -14.669, 13.779)
H (-1.923, -14.144, 12.223)
H (-3.715, -12.788, 12.560)
H (-2.876, -11.795, 11.728)
H (-3.501, -11.129, 13.346)
C (2.980, -17.648, 14.674)
C (2.696, -16.396, 15.408)
O (3.077, -16.250, 16.804)
P (1.859, -16.235, 17.784)
S (0.230, -17.259, 17.524)
S (1.487, -14.281, 18.242)
O (2.645, -16.802, 19.041)
C (2.700, -18.209, 19.358)
C (3.594, -18.180, 20.615)
H (2.517, -17.544, 13.700)
H (2.706, -18.622, 15.089)
H (4.067, -17.870, 14.317)
H (1.622, -16.203, 15.231)
H (3.176, -15.524, 15.032)
H (3.186, -18.583, 18.456)
H (1.709, -18.554, 19.484)
H (3.079, -17.667, 21.450)
H (4.443, -17.683, 20.199)
H (4.056, -19.151, 20.875)
O (-0.035, -14.229, 15.501)
N (-7.644, -13.270, 18.416)
O (-1.984, -14.264, 17.534)
O (-6.860, -12.458, 18.171)
O (-3.227, -14.596, 14.002)

The LUMO energy (alpha / beta) is -4.4 / -4.4 eV. The spin multiplicity is 2. The charge is +1. Its HOMO-LUMO gap (alpha / beta) is 6.257 / 6.597 eV.

---

(2)
Computed, not measured: 2 unconnected molecules or ions with the total composition C4H10NO2 at a distorted geometry, with ωB97M-V with the def2-TZVPD basis set.

Geometry (Å):
C (-0.214, 0.485, 1.077)
C (1.571, -0.153, -0.156)
C (2.732, 0.870, -0.417)
C (-2.475, 0.097, 0.240)
N (-1.224, -0.593, 0.721)
O (1.540, -1.428, -0.557)
O (-2.508, -0.221, -1.134)
H (0.247, 0.216, 1.994)
H (3.410, 0.443, -1.131)
H (2.339, 1.792, -0.963)
H (3.236, 1.386, 0.398)
H (-3.285, -0.275, 0.715)
H (-2.440, 1.166, 0.518)
H (-0.896, -1.153, -0.099)
H (-1.289, -1.196, 1.596)
H (2.322, -1.741, -1.071)
H (-3.063, 0.305, -1.732)

The LUMO energy is -4.4 eV. The charge is +1. Its HOMO-LUMO gap is 8.153 eV.

---

(3)
Computed, not measured: 8 unconnected molecules or ions with the total composition C22H62Br4O24P6 at a distorted geometry, with ωB97M-V with the def2-TZVPD basis set.

Geometry (Å):
C (-3.017, 0.945, -2.201)
O (-3.349, 2.200, -1.525)
P (-2.159, 3.243, -1.458)
O (-0.846, 2.561, -1.150)
O (-2.131, 4.083, -2.802)
C (-3.290, 4.422, -3.558)
O (-2.708, 4.353, -0.429)
C (-3.135, 3.839, 0.882)
H (-2.418, 0.269, -1.540)
H (-2.338, 1.249, -2.969)
H (-3.938, 0.543, -2.598)
H (-4.086, 4.645, -2.826)
H (-3.525, 3.520, -4.196)
H (-3.060, 5.291, -4.135)
H (-3.221, 4.738, 1.506)
H (-2.327, 3.161, 1.309)
H (-4.105, 3.355, 0.866)
C (1.702, 1.345, -6.704)
O (0.427, 1.155, -6.187)
P (-0.375, 2.330, -5.531)
O (-1.725, 1.922, -5.034)
O (-0.398, 3.398, -6.751)
C (-0.761, 4.808, -6.474)
O (0.583, 3.041, -4.530)
C (1.392, 2.247, -3.539)
H (2.306, 2.039, -6.180)
H (1.502, 1.765, -7.739)
H (2.296, 0.424, -6.763)
H (0.167, 5.322, -6.435)
H (-1.269, 4.862, -5.522)
H (-1.426, 5.125, -7.279)
H (0.933, 1.256, -3.349)
H (1.435, 2.832, -2.650)
H (2.413, 2.100, -3.919)
C (0.475, -6.394, -2.311)
O (0.419, -5.399, -3.335)
P (-0.622, -4.200, -3.170)
O (-0.513, -3.486, -1.879)
O (-2.009, -4.948, -3.321)
C (-3.321, -4.307, -3.176)
O (-0.396, -3.420, -4.487)
C (-0.479, -1.947, -4.351)
H (1.365, -6.909, -2.570)
H (-0.340, -7.126, -2.354)
H (0.488, -5.950, -1.321)
H (-3.095, -3.273, -2.888)
H (-3.803, -4.811, -2.326)
H (-3.932, -4.329, -4.039)
H (-0.602, -1.485, -5.313)
H (0.412, -1.580, -3.907)
H (-1.298, -1.673, -3.703)
C (-2.458, -6.128, 4.065)
O (-2.324, -5.063, 3.237)
P (-3.588, -4.152, 2.872)
O (-4.262, -3.607, 4.014)
O (-3.024, -3.041, 1.920)
C (-2.306, -3.323, 0.752)
O (-4.490, -5.118, 2.039)
C (-5.915, -4.817, 1.978)
H (-2.118, -7.021, 3.553)
H (-3.549, -6.232, 4.254)
H (-1.968, -5.838, 5.009)
H (-1.952, -2.335, 0.447)
H (-2.897, -3.815, -0.051)
H (-1.390, -3.791, 1.026)
H (-5.974, -4.096, 1.181)
H (-6.280, -4.455, 2.930)
H (-6.367, -5.793, 1.767)
C (4.718, 1.876, 0.625)
O (5.263, 0.658, 1.262)
P (4.703, 0.078, 2.637)
O (3.253, -0.195, 2.786)
O (5.548, -1.232, 2.894)
C (5.080, -2.303, 1.981)
O (5.349, 1.053, 3.742)
C (4.622, 1.579, 4.862)
H (5.113, 2.721, 1.167)
H (3.616, 1.895, 0.791)
H (5.019, 1.893, -0.403)
H (4.585, -3.116, 2.586)
H (5.971, -2.640, 1.422)
H (4.390, -1.879, 1.223)
H (4.285, 0.748, 5.402)
H (3.756, 2.137, 4.503)
H (5.320, 2.224, 5.444)
C (0.462, 4.461, 1.572)
O (0.698, 4.360, 2.956)
P (2.072, 3.883, 3.542)
O (3.007, 3.239, 2.583)
O (2.753, 5.140, 4.299)
C (2.000, 5.785, 5.400)
O (1.528, 2.995, 4.666)
C (0.951, 1.725, 4.366)
H (1.419, 4.227, 1.067)
H (0.163, 5.458, 1.326)
H (-0.257, 3.621, 1.303)
H (1.093, 5.218, 5.415)
H (1.806, 6.810, 5.083)
H (2.701, 5.763, 6.211)
H (1.418, 1.318, 3.508)
H (-0.156, 1.782, 4.256)
H (1.265, 1.178, 5.287)
Br (0.663, -1.856, 6.177)
C (1.025, -2.914, 4.575)
C (0.963, -2.003, 3.322)
Br (1.358, -3.045, 1.747)
H (0.262, -3.703, 4.565)
H (2.088, -3.244, 4.598)
H (1.686, -1.173, 3.295)
H (-0.064, -1.671, 3.244)
Br (-0.801, 0.295, 1.099)
C (0.934, 0.334, 0.249)
C (0.843, -0.567, -0.961)
Br (2.702, -0.979, -1.545)
H (1.575, -0.047, 1.046)
H (1.088, 1.352, -0.004)
H (0.178, -0.206, -1.776)
H (0.551, -1.558, -0.530)

The LUMO energy is 0.5 eV. The charge is 0. Its HOMO-LUMO gap is 10.231 eV. Its SMILES is COP(=O)(OC)OC.COP(=O)(OC)OC.COP(=O)(OC)OC.COP(=O)(OC)OC.COP(=O)(OC)OC.COP(=O)(OC)OC.BrCCBr.BrCCBr.

---

(4)
Computed, not measured: a molecular structure, C58H65BrMnNO5Si at a distorted geometry, with ωB97M-V with the def2-TZVPD basis set.

Geometry (Å):
Mn (0.010, 0.065, 0.073)
C (-1.831, -0.248, 6.374)
C (-1.294, -1.352, 5.451)
C (-1.263, -2.679, 6.185)
O (0.003, -1.010, 4.996)
C (-0.080, -0.366, 3.720)
C (-1.618, -0.448, 3.415)
O (-2.072, -1.475, 4.287)
C (-2.335, -0.571, 2.016)
O (-1.602, -0.014, 0.996)
C (-3.627, 0.280, 2.133)
C (-4.377, 0.360, 3.304)
C (-5.491, 1.185, 3.377)
C (-5.883, 1.934, 2.277)
C (-5.161, 1.836, 1.097)
C (-4.044, 1.015, 1.029)
C (-2.713, -2.043, 1.744)
C (-1.712, -2.941, 1.392)
C (-2.006, -4.263, 1.102)
C (-3.315, -4.717, 1.136)
C (-4.322, -3.831, 1.482)
C (-4.025, -2.510, 1.790)
C (1.123, -0.848, 2.788)
O (0.826, -0.819, 1.447)
C (1.609, -2.274, 3.115)
C (0.700, -3.312, 3.289)
C (1.134, -4.610, 3.509)
C (2.490, -4.900, 3.544)
C (3.405, -3.880, 3.336)
C (2.967, -2.580, 3.122)
C (2.260, 0.165, 3.089)
C (2.920, 0.792, 2.042)
C (3.910, 1.736, 2.290)
C (4.245, 2.071, 3.593)
C (3.595, 1.440, 4.646)
C (2.617, 0.489, 4.398)
H (-1.196, -0.190, 7.257)
H (-2.853, -0.486, 6.671)
H (-1.818, 0.721, 5.875)
H (-0.604, -2.594, 7.049)
H (-0.889, -3.462, 5.532)
H (-2.271, -2.930, 6.513)
H (0.114, 0.698, 3.875)
H (-1.984, 0.509, 3.805)
H (-4.096, -0.236, 4.165)
H (-6.054, 1.248, 4.301)
H (-6.744, 2.588, 2.340)
H (-5.458, 2.409, 0.226)
H (-3.457, 0.949, 0.124)
H (-0.690, -2.592, 1.338)
H (-1.202, -4.939, 0.832)
H (-3.551, -5.744, 0.886)
H (-5.353, -4.164, 1.505)
H (-4.833, -1.849, 2.063)
H (-0.360, -3.107, 3.251)
H (0.407, -5.402, 3.652)
H (2.830, -5.912, 3.727)
H (4.467, -4.096, 3.334)
H (3.697, -1.800, 2.954)
H (2.656, 0.539, 1.024)
H (4.414, 2.214, 1.458)
H (5.005, 2.817, 3.789)
H (3.849, 1.696, 5.668)
H (2.125, -0.009, 5.225)
Br (-2.913, -4.709, -3.498)
C (-2.049, -3.257, -2.616)
C (-0.741, -3.400, -2.196)
C (-0.143, -2.358, -1.503)
C (-0.831, -1.179, -1.241)
C (-2.127, -1.047, -1.725)
C (-2.750, -2.082, -2.402)
H (-0.198, -4.314, -2.396)
H (0.879, -2.473, -1.161)
H (-2.663, -0.116, -1.582)
H (-3.764, -1.974, -2.762)
C (0.341, 5.321, -4.273)
C (0.184, 3.892, -3.814)
C (0.231, 2.849, -4.724)
C (0.063, 1.545, -4.258)
C (0.116, 0.382, -5.217)
C (-0.121, 1.316, -2.912)
C (-0.129, 2.336, -1.929)
C (-0.007, 3.642, -2.459)
N (-0.267, 1.989, -0.601)
C (-0.257, 3.060, 0.430)
C (-1.491, 3.982, 0.304)
C (-1.432, 5.116, 1.332)
C (-0.123, 5.897, 1.164)
C (1.076, 4.977, 1.425)
C (0.984, 4.404, 2.838)
C (-0.306, 3.593, 2.934)
C (-1.505, 4.523, 2.740)
C (-0.335, 2.495, 1.865)
C (1.091, 3.825, 0.417)
H (0.546, 5.362, -5.343)
H (1.163, 5.809, -3.746)
H (-0.566, 5.898, -4.077)
H (0.388, 3.044, -5.779)
H (-0.222, 0.682, -6.209)
H (-0.506, -0.440, -4.861)
H (1.141, 0.012, -5.305)
H (-0.236, 0.300, -2.574)
H (-0.054, 4.518, -1.834)
H (-2.374, 3.364, 0.486)
H (-1.596, 4.394, -0.697)
H (-2.281, 5.790, 1.176)
H (-0.103, 6.738, 1.865)
H (-0.064, 6.306, 0.149)
H (2.001, 5.555, 1.323)
H (0.982, 5.211, 3.580)
H (1.850, 3.765, 3.042)
H (-0.368, 3.118, 3.921)
H (-1.491, 5.321, 3.491)
H (-2.438, 3.964, 2.863)
H (-1.255, 1.936, 1.979)
H (0.510, 1.817, 2.033)
H (1.871, 3.108, 0.694)
H (1.358, 4.198, -0.566)
C (2.638, -1.544, -3.219)
Si (2.935, -0.342, -1.767)
C (3.715, 1.211, -2.533)
C (4.255, -1.178, -0.678)
O (1.627, 0.010, -0.941)
H (3.355, -1.344, -4.020)
H (1.633, -1.428, -3.632)
H (2.759, -2.590, -2.925)
H (4.541, 0.937, -3.196)
H (4.109, 1.892, -1.774)
H (2.971, 1.763, -3.115)
H (5.092, -1.541, -1.280)
H (3.822, -2.029, -0.144)
H (4.656, -0.495, 0.076)

The LUMO energy (alpha / beta) is 1.4 / 2.4 eV. The spin multiplicity is 4. The charge is -1. Its HOMO-LUMO gap (alpha / beta) is 5.746 / 6.880 eV.

---

(5)
Computed, not measured: 7 unconnected molecules or ions with the total composition C24H46N2O5 at a distorted geometry, with ωB97M-V with the def2-TZVPD basis set.

Geometry (Å):
C (16.940, 13.010, -18.778)
C (16.820, 12.979, -17.277)
C (17.727, 14.031, -16.756)
O (17.850, 15.000, -17.799)
C (17.470, 14.406, -19.152)
H (15.960, 12.945, -19.253)
H (17.551, 12.180, -19.132)
H (17.147, 12.012, -16.893)
H (15.796, 13.215, -16.988)
H (18.708, 13.637, -16.490)
H (17.300, 14.610, -15.937)
H (18.278, 14.140, -19.834)
H (16.735, 14.993, -19.704)
C (21.169, 15.536, -14.580)
C (22.197, 15.884, -13.490)
C (21.386, 15.560, -12.233)
O (20.070, 15.848, -12.599)
C (19.786, 15.326, -13.899)
H (21.378, 14.614, -15.122)
H (21.210, 16.286, -15.370)
H (22.680, 16.860, -13.460)
H (23.054, 15.214, -13.559)
H (21.831, 15.976, -11.329)
H (21.540, 14.493, -12.072)
H (18.980, 15.831, -14.432)
H (19.459, 14.293, -13.775)
C (18.543, 16.196, -23.762)
C (17.585, 16.162, -22.676)
C (16.342, 16.883, -23.234)
O (16.930, 17.841, -24.112)
C (18.302, 17.598, -24.366)
H (18.319, 15.471, -24.544)
H (19.565, 15.953, -23.472)
H (17.851, 16.700, -21.766)
H (17.396, 15.134, -22.369)
H (15.968, 17.550, -22.457)
H (15.589, 16.257, -23.712)
H (18.708, 18.401, -23.751)
H (18.639, 17.749, -25.392)
C (13.240, 11.911, -13.582)
C (13.628, 13.234, -14.248)
C (12.509, 13.380, -15.301)
O (11.996, 12.031, -15.591)
C (11.989, 11.365, -14.315)
H (13.156, 11.909, -12.495)
H (14.087, 11.235, -13.700)
H (14.623, 13.141, -14.683)
H (13.742, 14.128, -13.635)
H (12.896, 13.731, -16.257)
H (11.728, 14.097, -15.047)
H (11.849, 10.284, -14.296)
H (11.114, 11.825, -13.856)
C (14.983, 18.071, -11.638)
C (16.210, 17.313, -12.111)
C (15.983, 17.098, -13.577)
O (14.664, 17.524, -13.777)
C (13.898, 17.853, -12.634)
H (15.304, 19.110, -11.717)
H (14.753, 17.808, -10.605)
H (16.439, 16.395, -11.568)
H (17.153, 17.832, -11.939)
H (16.115, 16.054, -13.861)
H (16.727, 17.638, -14.162)
H (13.256, 17.055, -12.261)
H (13.314, 18.749, -12.844)
C (19.992, 10.359, -17.098)
C (18.803, 9.918, -17.809)
N (17.885, 9.529, -18.362)
H (20.913, 10.208, -17.663)
H (19.968, 10.025, -16.061)
H (19.922, 11.446, -17.064)
C (14.836, 10.162, -17.377)
C (14.259, 8.862, -17.106)
N (13.770, 7.789, -16.963)
H (14.102, 10.953, -17.531)
H (15.347, 10.007, -18.328)
H (15.602, 10.333, -16.622)

The LUMO energy is 0.1 eV. The charge is 0. Its HOMO-LUMO gap is 9.549 eV. Its SMILES is C1CCOC1.C1CCOC1.C1CCOC1.C1CCOC1.C1CCOC1.CC#N.CC#N.

---

(6)
Computed, not measured: CH2N2S4 in the gas phase at a distorted geometry, with ωB97M-V with the def2-TZVPD basis set.

Geometry (Å):
C (-0.162, 0.415, 0.238)
N (-0.966, 1.296, -0.407)
N (-2.120, 0.986, -0.662)
S (-1.056, -1.125, 0.842)
S (-2.708, -0.438, -0.150)
S (2.827, -0.267, -0.115)
S (1.140, -0.121, -1.119)
H (0.367, 0.876, 0.951)
H (2.676, -1.622, 0.422)

The LUMO energy (alpha / beta) is 0.0 / -3.0 eV. The spin multiplicity is 3. The charge is 0. Its HOMO-LUMO gap (alpha / beta) is 6.143 / 6.349 eV.

---

(7)
Computed, not measured: 2 unconnected molecules or ions with the total composition CH7N2S at a distorted geometry, with ωB97M-V with the def2-TZVPD basis set.

Geometry (Å):
S (1.749, -0.727, -1.173)
H (2.241, -1.978, -0.846)
N (-0.856, 1.149, -0.284)
C (-1.251, 0.971, 1.125)
N (-1.512, -0.460, 1.369)
H (-1.151, 0.273, -0.825)
H (0.092, 1.421, -0.584)
H (-2.010, 1.738, 1.150)
H (-0.404, 1.191, 1.843)
H (-1.909, -0.517, 2.361)
H (-0.761, -1.153, 1.330)

The LUMO energy is 4.0 eV. The charge is -1. Its HOMO-LUMO gap is 6.616 eV.

---

(8)
Computed, not measured: 2 unconnected molecules or ions with the total composition H2IO at a distorted geometry, with ωB97M-V with the def2-TZVPD basis set.

Geometry (Å):
O (-0.932, -0.373, 0.330)
H (-0.204, 0.188, -0.022)
H (-0.480, -1.049, 0.883)
I (1.616, 1.233, -1.191)

The LUMO energy is 3.9 eV. The charge is -1. Its HOMO-LUMO gap is 7.540 eV.

---

(9)
Computed, not measured: a gas-phase ion, C7H17N3 (charge +2) at a distorted geometry, with ωB97M-V with the def2-TZVPD basis set.

Geometry (Å):
N (1.015, 1.851, -1.136)
N (0.208, 0.891, -0.093)
C (1.274, 0.385, 0.903)
C (1.919, -1.022, 0.503)
C (1.006, -2.212, 0.088)
C (-0.044, -1.643, -0.728)
N (-1.269, -1.596, -0.409)
C (-2.198, -0.429, -0.640)
C (-2.023, 0.555, 0.608)
C (-0.981, 1.549, 0.355)
H (1.673, 1.331, -1.842)
H (1.633, 2.542, -0.519)
H (0.346, 2.335, -1.681)
H (0.685, 0.444, 1.923)
H (2.143, 1.008, 0.866)
H (2.544, -1.243, 1.432)
H (2.771, -0.802, -0.187)
H (1.780, -2.844, -0.466)
H (0.689, -2.827, 0.956)
H (0.359, -0.764, -1.269)
H (-1.501, -2.304, 0.370)
H (-3.190, -0.858, -0.770)
H (-1.782, 0.121, -1.491)
H (-3.010, 1.039, 0.843)
H (-1.852, -0.059, 1.478)
H (-1.360, 2.261, -0.326)
H (-0.837, 2.291, 1.234)

The LUMO energy is -7.6 eV. The charge is +2. Its HOMO-LUMO gap is 10.373 eV. Its SMILES is [NH3+]N1CCC/C=[NH+]/CCC1.

---

Molecular weight / u: 693.6, 104.1, 1216.2, 1019.1, 442.6, 170.3, 79.1, 144.9, 143.2
Energy above the lowest of the compared OMol25 structures with the same formula, charge and spin / eV: 0.846, 7.609, 1.326, 1.212, 5.242, 0.840, 1.286, 0.070, 2.475